1.
61
Properties=species:S:1:pos:R:3 method="wB97M-V/def2-TZVPD" lumo_energy_ev=-0.25 relative_energy_kj_mol=120.73 spin_multiplicity=1
C -4.66561 -4.41917 -0.02865
C -5.78299 -3.83753 0.83381
O -6.23020 -2.58093 0.36857
C -5.46979 -1.47056 0.57418
C -4.30717 -1.40883 1.33247
C -3.62132 -0.21216 1.46515
C -4.08278 0.94753 0.85640
N -3.39931 2.17645 0.93935
C -2.52733 2.41626 2.06538
S -2.76135 2.70227 -0.52954
O -3.80083 2.73387 -1.51007
O -2.01861 3.89674 -0.27638
C -1.65430 1.34425 -0.91016
C -2.18091 0.23526 -1.56534
C -1.40163 -0.88334 -1.74353
C -0.08961 -0.90610 -1.25265
N 0.70071 -2.01191 -1.42012
C 1.96655 -2.04427 -0.96121
C 2.54785 -1.01531 -0.28764
C 3.96744 -1.23547 0.14439
O 4.55789 -2.26305 -0.15498
N 4.49914 -0.24495 0.87554
C 5.86365 -0.26344 1.33007
C 6.75374 0.70832 0.52448
C 6.98367 0.22043 -0.90738
C 8.17512 -0.72164 -0.73266
C 8.91547 -0.12340 0.47281
O 8.03931 0.80120 1.10345
C 1.80464 0.20842 -0.03256
O 2.23901 1.17657 0.58616
C 0.43560 0.21072 -0.58026
C -0.37341 1.34045 -0.41850
C -5.26404 0.89114 0.11694
C -5.93889 -0.29941 -0.02778
H -4.39802 -5.40736 0.33525
H -5.00288 -4.50065 -1.05890
H -3.78531 -3.78091 -0.00322
H -6.66726 -4.47784 0.77356
H -5.47373 -3.77668 1.88450
H -3.91522 -2.28066 1.83254
H -2.71690 -0.19939 2.05348
H -1.63394 1.78124 2.06028
H -2.21490 3.45598 2.00536
H -3.08441 2.25268 2.98682
H -3.19296 0.28559 -1.93287
H -1.79150 -1.74900 -2.25863
H 0.32042 -2.80749 -1.91398
H 2.54258 -2.94241 -1.13894
H 3.93611 0.58923 1.02348
H 5.90451 0.02448 2.38442
H 6.23436 -1.28484 1.22120
H 6.30789 1.70862 0.56561
H 7.24676 1.06196 -1.54888
H 6.11031 -0.28183 -1.31519
H 7.82608 -1.72963 -0.51134
H 8.80730 -0.76190 -1.61675
H 9.81022 0.43089 0.16935
H 9.21391 -0.89344 1.19327
H 0.02913 2.20914 0.07985
H -5.62580 1.78842 -0.35566
H -6.85068 -0.35176 -0.60093



2.
82
Properties=species:S:1:pos:R:3 method="wB97M-V/def2-TZVPD" lumo_energy_ev=0.37 spin_multiplicity=1
Y 0.44656 0.61369 0.14933
O 2.52197 1.33612 -1.25270
S 1.59182 0.55956 -2.11010
O 1.95816 0.45658 -3.49503
O 1.44271 -0.76934 -1.41755
O 0.23829 1.21185 -1.90464
N -0.33561 -0.00260 2.61261
C 0.09492 -1.30337 3.12051
C -0.23111 -2.37511 2.08166
N 0.32646 -1.94568 0.80104
H 0.19705 0.76591 3.00403
H -1.31157 0.17180 2.81320
H -0.35513 -1.57038 4.08242
H 1.17710 -1.27143 3.24530
H -1.31507 -2.46575 1.97527
H 0.15681 -3.33950 2.42917
H 0.03828 -2.53838 0.03426
H 1.34022 -1.99976 0.82212
C 0.04663 4.48543 0.26936
C 0.99697 3.52287 0.98253
C 1.43742 4.10815 2.32984
O 0.38151 2.28815 1.18928
H 0.52320 5.45282 0.09883
H -0.84761 4.62861 0.87984
H -0.24430 4.05345 -0.68940
H 1.89381 3.40338 0.35261
H 0.56110 4.20923 2.97381
H 1.90825 5.08637 2.20882
H 2.14585 3.43081 2.81397
N 2.36375 0.11709 1.43182
C 3.38727 0.64502 1.27731
N 4.57294 1.18372 1.23588
C 5.24769 1.54625 2.48530
C 6.76320 1.41470 2.29074
C 7.05438 0.28283 1.30496
C 6.57253 0.68460 -0.09696
C 5.27235 1.50280 -0.01336
H 4.90413 0.86309 3.26312
H 4.97639 2.56324 2.78574
H 7.22983 1.23141 3.25850
H 7.17957 2.34536 1.89881
H 6.53666 -0.62096 1.63640
H 8.11985 0.05289 1.28549
H 6.41677 -0.20341 -0.71018
H 7.33612 1.29463 -0.58316
H 4.59533 1.30681 -0.83867
H 5.49017 2.57401 -0.00683
O -1.83586 0.28192 -0.07536
P -2.61889 -0.69018 -0.91471
C -1.71309 -1.88985 -1.91656
C -1.10711 -1.43858 -3.08720
C -0.44916 -2.33190 -3.91770
C -0.39564 -3.67589 -3.58615
C -1.00958 -4.13425 -2.42779
C -1.67663 -3.24714 -1.59842
C -3.75777 0.12668 -2.06444
C -4.00134 -0.31358 -3.36127
C -4.95730 0.32357 -4.13916
C -5.68028 1.38801 -3.62237
C -5.44167 1.82912 -2.32753
C -4.48303 1.20170 -1.55145
C -3.73761 -1.61485 0.17618
C -3.79889 -1.21764 1.50821
C -4.66412 -1.85022 2.38801
C -5.46699 -2.88765 1.93634
C -5.42106 -3.27783 0.60397
C -4.56542 -2.63774 -0.27803
H -1.12671 -0.38780 -3.33950
H 0.04552 -1.95705 -4.80320
H 0.12148 -4.37583 -4.23000
H -0.97484 -5.18473 -2.16782
H -2.16558 -3.60997 -0.70168
H -3.44792 -1.15049 -3.76475
H -5.13615 -0.01354 -5.15184
H -6.43335 1.87512 -4.22834
H -6.00503 2.65938 -1.92210
H -4.27304 1.54375 -0.54419
H -3.16791 -0.39836 1.82792
H -4.71537 -1.53732 3.42286
H -6.14017 -3.38818 2.62044
H -6.05558 -4.08251 0.25603
H -4.54752 -2.92373 -1.32372



3.
19
Properties=species:S:1:pos:R:3 method="wB97M-V/def2-TZVPD" lumo_energy_ev=0.98 relative_energy_kj_mol=906.04 spin_multiplicity=1
C -1.90798 -1.01326 -0.21508
C -0.82840 -0.23560 0.41995
C -0.66348 1.33794 0.25425
C 0.83835 1.52277 -0.41644
C 1.44030 0.08810 0.15774
C 1.80373 -1.35858 0.09038
C 0.50413 -0.82693 -0.30659
H -1.66177 -2.32914 -0.61008
H -3.12346 -1.05310 0.40276
H -1.88998 -0.16086 -1.18980
H -0.73263 -0.55506 1.51481
H -0.31602 1.90633 1.47388
H -1.60107 1.87741 -0.29728
H 0.77985 2.05506 -1.42776
H 1.12071 2.50005 0.01303
H 1.28588 0.37682 1.13293
H 2.21687 -1.86352 1.16242
H 2.26536 -1.60532 -0.84450
H 0.46959 -0.66313 -1.31464



4.
9
Properties=species:S:1:pos:R:3 method="wB97M-V/def2-TZVPD" lumo_energy_ev="-0.80 / -0.80" relative_energy_kj_mol=323.03 spin_multiplicity=1
C 1.19210 1.37686 -0.08157
C -0.91855 0.23538 -0.04839
N 0.11683 0.84631 0.31662
N -0.26249 -1.81664 -0.06297
O -2.07605 0.27603 -0.22786
H 1.84026 1.81659 0.65803
H 1.47004 1.43394 -1.12499
H -0.22648 -1.93490 0.94883
H -1.13568 -2.23358 -0.37769



5.
52
Properties=species:S:1:pos:R:3 method="wB97M-V/def2-TZVPD" total_charge=+1 lumo_energy_ev="-4.43 / -4.69" relative_energy_kj_mol=473.05 spin_multiplicity=2
W -1.04425 -0.26658 0.42808
Se -0.06698 1.65509 -0.52247
P 1.46996 -0.66233 0.79761
Se -1.17388 -2.53058 0.84199
C 2.80103 0.57131 0.82149
C 3.50045 0.65079 2.02617
C 4.62691 1.45350 2.13450
C 5.05592 2.18756 1.04169
C 4.35394 2.12685 -0.15632
C 3.23479 1.32272 -0.27309
C 1.97684 -1.79514 -0.52408
C 2.56219 -3.00740 -0.16592
C 3.01600 -3.87608 -1.14769
C 2.89157 -3.53822 -2.48598
C 2.31017 -2.33009 -2.84737
C 1.85025 -1.46024 -1.87306
H 3.16542 0.08238 2.88577
H 5.16445 1.50198 3.07154
H 5.93770 2.80912 1.11947
H 4.68486 2.70932 -1.00570
H 2.69928 1.28928 -1.20962
H 2.66224 -3.27921 0.87757
H 3.47395 -4.81361 -0.86381
H 3.25275 -4.21457 -3.24900
H 2.22470 -2.06075 -3.89223
H 1.39427 -0.51819 -2.15599
Cl -5.07903 2.05716 6.25295
C -3.95834 1.53666 5.05471
C -2.62816 1.28944 5.43499
C -1.69049 0.87700 4.52010
Cl -0.06433 0.58471 4.99016
C -2.04989 0.69151 3.16972
O -1.15122 0.32754 2.30330
C -3.39647 0.92894 2.80554
C -3.79816 0.71817 1.47015
O -3.07329 0.25289 0.55228
C -4.34753 1.36351 3.75595
H -2.33636 1.43068 6.46667
H -4.82596 0.96202 1.19224
H -5.37002 1.54348 3.45273
O -1.48998 -0.93379 -1.49305
N -1.93630 -0.33843 -2.60951
C -1.93720 -1.14419 -3.68957
C -2.37068 -0.67152 -4.90224
C -2.81237 0.64385 -5.00393
C -2.79979 1.44191 -3.87532
C -2.35440 0.92984 -2.67221
H -1.57166 -2.14200 -3.49746
H -2.36009 -1.33533 -5.75378
H -3.16890 1.03102 -5.94742
H -3.13554 2.46785 -3.90436
H -2.31839 1.48018 -1.74619



Computed values of maximum force (unit: Eh/bohr) for the preceding records, in sequence: 0.0226, 0.0732, 0.1159, 0.1128, 0.0181.
Computed values of total energy (unit: a.u.) for the preceding records, in sequence: -1944.67375, -2577.65305, -273.56346, -263.24024, -7337.27733.